ORCA calculation (ωB97M-V/def2-TZVPD) on a molecular structure, C4H7NO2 in a non-equilibrium geometry.

Computed properties:
- Total energy: -9844.0940 eV
- Gap between HOMO and LUMO: 0.365 Eh
- Lowest unoccupied orbital energy: 0.647 eV
- Energy above the lowest of the compared OMol25 structures with the same formula, charge and spin: 73.5 kcal/mol

Geometry as XYZ:
```
14
C4H7NO2 (ωB97M-V/def2-TZVPD)
O -1.73 -0.97 1.24
H -0.17 -0.75 -1.39
C -0.75 -0.62 0.69
H 1.00 -2.16 0.22
H -0.27 1.72 -1.89
H 1.15 -1.47 1.77
N 0.81 -1.36 0.82
H -1.86 1.17 -1.35
H -0.78 2.01 -0.20
C -0.20 0.00 -0.59
C -0.82 1.31 -1.04
O 0.52 0.72 1.39
C 1.03 0.08 0.33
H 2.04 0.31 -0.02
```



ORCA calculation (ωB97M-V/def2-TZVPD) on C5H6O in the gas phase.

Computed properties:
- Total energy: -7323.8630 eV
- Gap between HOMO and LUMO: 0.315 Eh
- Lowest unoccupied orbital energy: -0.261 eV
- Energy above the lowest of the compared OMol25 structures with the same formula, charge and spin: 125.0 kcal/mol

Geometry as XYZ:
```
12
C5H6O (ωB97M-V/def2-TZVPD)
H -0.87 -0.68 -1.41
H 0.57 2.04 0.95
H -0.54 1.81 -0.48
C 1.31 0.64 -0.58
O 2.24 0.56 -1.33
C 0.37 -0.12 0.29
C 0.30 1.43 0.10
H 0.76 -0.47 1.24
H -1.51 -1.38 1.45
C -0.67 -1.05 -0.40
C -1.70 -0.70 0.59
H -0.25 -2.06 -0.44
```



ORCA calculation (ωB97M-V/def2-TZVPD) on a gas-phase ion, C8H10NO2 (charge +1) in a non-equilibrium geometry.

Computed properties:
- Total energy: -14031.8068 eV
- Gap between HOMO and LUMO: 0.340 Eh
- Lowest unoccupied orbital energy: -4.107 eV
- Charge: +1
- Energy above the lowest of the compared OMol25 structures with the same formula, charge and spin: 119.6 kcal/mol

Geometry as XYZ:
```
21
C8H10NO2 (ωB97M-V/def2-TZVPD)
C -0.73 0.78 -1.65
C 0.44 -0.16 1.76
C 0.09 -0.34 0.24
H -0.36 -2.46 -2.93
C -0.40 -1.58 -2.20
H -1.07 1.86 -1.91
H 2.12 -0.04 2.57
C 0.37 1.44 1.77
C -0.03 -2.09 -1.01
H -1.21 0.09 -3.43
H -0.30 2.79 0.03
O 0.30 -3.19 -0.43
C -0.54 1.85 0.64
O 1.64 -0.72 2.15
C -0.85 -0.27 -2.45
N -0.31 0.73 -0.36
H -0.26 -0.79 2.25
H 1.32 2.01 1.48
H -1.51 1.89 1.00
H 1.22 -3.48 -0.39
H 0.07 1.67 2.89
```



ORCA calculation (ωB97M-V/def2-TZVPD) on a gas-phase ion, H3N4 (charge -1) in a non-equilibrium geometry.

Computed properties:
- Total energy: -6006.4490 eV
- Gap between HOMO and LUMO: 0.322 Eh
- Lowest unoccupied orbital energy: 5.879 eV
- Charge: -1
- SMILES: N=[N+]([NH-])[NH-]
- Energy above the lowest of the compared OMol25 structures with the same formula, charge and spin: 0.0 kcal/mol

Geometry as XYZ:
```
7
H3N4 (ωB97M-V/def2-TZVPD)
H -1.33 0.09 1.17
N 0.06 0.04 0.04
H 0.63 -1.76 -0.43
N 0.86 0.53 -0.92
H 0.65 1.59 -0.80
N -0.70 0.82 0.80
N -0.17 -1.30 0.12
```



What did the first record say?
ORCA calculation (ωB97M-V/def2-TZVPD) on a molecular structure, C4H7NO2 in a non-equilibrium geometry.

Computed properties:
- Total energy: -9844.0940 eV
- Gap between HOMO and LUMO: 0.365 Eh
- Lowest unoccupied orbital energy: 0.647 eV
- Energy above the lowest of the compared OMol25 structures with the same formula, charge and spin: 73.5 kcal/mol

Geometry as XYZ:
```
14
C4H7NO2 (ωB97M-V/def2-TZVPD)
O -1.73 -0.97 1.24
H -0.17 -0.75 -1.39
C -0.75 -0.62 0.69
H 1.00 -2.16 0.22
H -0.27 1.72 -1.89
H 1.15 -1.47 1.77
N 0.81 -1.36 0.82
H -1.86 1.17 -1.35
H -0.78 2.01 -0.20
C -0.20 0.00 -0.59
C -0.82 1.31 -1.04
O 0.52 0.72 1.39
C 1.03 0.08 0.33
H 2.04 0.31 -0.02
```



What did the second record say?
ORCA calculation (ωB97M-V/def2-TZVPD) on C5H6O in the gas phase.

Computed properties:
- Total energy: -7323.8630 eV
- Gap between HOMO and LUMO: 0.315 Eh
- Lowest unoccupied orbital energy: -0.261 eV
- Energy above the lowest of the compared OMol25 structures with the same formula, charge and spin: 125.0 kcal/mol

Geometry as XYZ:
```
12
C5H6O (ωB97M-V/def2-TZVPD)
H -0.87 -0.68 -1.41
H 0.57 2.04 0.95
H -0.54 1.81 -0.48
C 1.31 0.64 -0.58
O 2.24 0.56 -1.33
C 0.37 -0.12 0.29
C 0.30 1.43 0.10
H 0.76 -0.47 1.24
H -1.51 -1.38 1.45
C -0.67 -1.05 -0.40
C -1.70 -0.70 0.59
H -0.25 -2.06 -0.44
```